[1]
Molecular formula: C15H18Cl2F3NO16P2S2
Method: DFT, ωB97M-V with the def2-TZVPD basis set

Summary:
SMILES = C[C@@H](Cl)[C@H](Cl)[C@@]1(P(O)O)OS(=O)(=O)O[C@@]1(N=C=O)[PH2]=S.O=C1OC[C@@H](F)O1.O=C1OC[C@@H](F)O1.O=C1OC[C@@H](F)O1
LUMO = 0.187 eV
highest occupied orbital energy = -8.04 eV
HOMO-LUMO gap = 8.224 eV
DFT total energy = -123541.38307 eV

Element x y z (Å)
C: -2.768 -2.748 0.490
C: -1.851 -1.626 -0.031
Cl: -2.589 -1.035 -1.594
C: -1.772 -0.398 0.893
Cl: -0.510 0.709 0.230
C: -1.489 -0.694 2.375
P: -1.646 1.096 3.218
O: -2.418 0.826 4.647
O: -2.631 1.963 2.234
O: -2.498 -1.416 3.117
S: -1.889 -2.358 4.287
O: -2.157 -1.934 5.635
O: -2.265 -3.724 4.066
O: -0.317 -1.956 4.036
C: -0.047 -1.266 2.807
N: 0.824 -0.164 3.234
C: 1.849 -0.021 2.560
O: 2.898 0.087 2.083
P: 0.775 -2.597 1.742
S: 0.020 -4.386 1.928
H: -3.173 -3.260 -0.388
H: -3.608 -2.355 1.068
H: -2.238 -3.504 1.074
H: -0.891 -2.041 -0.326
H: -2.754 0.081 0.844
H: -1.796 1.030 5.349
H: -2.129 2.685 1.818
H: 0.903 -2.169 0.399
H: 2.100 -2.650 2.249
O: -0.313 -3.624 -1.861
C: -0.881 -4.517 -2.394
O: -1.561 -5.491 -1.741
C: -2.217 -6.293 -2.726
C: -1.377 -6.034 -3.950
F: -2.116 -6.082 -5.086
O: -0.932 -4.705 -3.741
H: -3.244 -5.947 -2.854
H: -2.229 -7.340 -2.433
H: -0.514 -6.695 -4.054
O: -1.709 3.943 0.638
C: -1.072 4.537 -0.170
O: -1.604 5.251 -1.184
C: -0.526 5.924 -1.849
C: 0.651 5.059 -1.480
F: 1.787 5.784 -1.371
O: 0.282 4.575 -0.193
H: -0.432 6.938 -1.457
H: -0.695 5.972 -2.921
H: 0.822 4.220 -2.149
O: 2.772 3.508 -2.810
C: 3.854 3.666 -2.350
O: 4.886 2.809 -2.534
C: 6.047 3.398 -1.943
C: 5.439 4.342 -0.939
F: 6.205 5.447 -0.769
O: 4.220 4.717 -1.563
H: 6.619 3.926 -2.707
H: 6.679 2.641 -1.485
H: 5.226 3.896 0.034

Atoms 1-2, force components in eV/Å:
C -0.209 0.025 -0.317
C -0.854 -0.282 -0.140

Computed natural (NBO) charges, given in elementary charges: -0.659 -0.194 -0.083 -0.249 -0.026 -0.051 1.298 -0.973 -1.015 -0.693 2.517 -0.878 -0.860 -0.689 0.097 -0.564 0.888 -0.463 0.770 -0.509 0.230 0.221 0.258 0.243 0.273 0.514 0.543 0.016 0.007 -0.576 0.979 -0.475 -0.131 0.444 -0.323 -0.486 0.207 0.211 0.155 -0.610 0.997 -0.472 -0.130 0.430 -0.319 -0.487 0.203 0.213 0.192 -0.582 0.978 -0.476 -0.131 0.444 -0.322 -0.482 0.206 0.212 0.159

---

[2]
Molecular formula: C11H37BF3HgO9S
Method: DFT, ωB97M-V with the def2-TZVPD basis set

Summary:
total charge = +1
LUMO = -5.885 eV
highest occupied orbital energy = -12.14 eV
HOMO-LUMO gap = 6.260 eV
DFT total energy = -54258.48327 eV

Element x y z (Å)
Hg: -1.235 2.323 2.136
O: -2.826 -0.861 3.305
H: -3.741 -0.936 3.586
H: -2.726 -0.474 2.432
H: -2.361 -0.286 3.917
O: -3.267 1.731 -0.990
H: -3.224 2.411 -0.314
H: -3.082 0.997 -0.399
H: -2.554 1.813 -1.627
B: -1.644 1.488 4.279
H: -0.854 0.821 3.971
H: -2.390 1.520 3.500
H: -2.082 1.155 5.207
H: -1.183 2.461 4.358
C: 2.798 -0.387 2.012
F: 2.590 -0.646 3.348
F: 4.194 -0.479 1.851
F: 2.230 -1.296 1.208
S: 2.239 1.356 1.546
O: 2.168 1.515 0.106
O: 0.931 1.544 2.197
O: 3.265 2.223 2.158
C: -1.083 -0.641 0.584
O: -1.997 0.372 0.955
H: -1.570 -1.583 0.333
H: -0.394 -0.283 -0.181
H: -0.493 -0.843 1.478
C: 3.535 0.428 -3.662
C: 2.071 0.265 -3.244
C: 1.898 -0.995 -2.351
O: 1.448 1.316 -2.517
H: 3.972 -0.534 -3.931
H: 4.079 0.819 -2.803
H: 3.750 1.164 -4.437
H: 1.458 0.160 -4.139
H: 2.585 -1.125 -1.515
H: 2.259 -1.839 -2.938
H: 0.894 -1.207 -1.983
H: 1.762 1.148 -1.625
C: -2.608 -5.816 0.423
C: -1.696 -5.599 -0.787
C: -0.473 -4.731 -0.578
O: -1.271 -6.894 -1.157
H: -3.356 -6.537 0.093
H: -2.987 -4.835 0.713
H: -2.061 -6.083 1.327
H: -2.331 -5.198 -1.577
H: -0.805 -3.748 -0.243
H: -0.064 -4.551 -1.572
H: 0.306 -5.149 0.060
H: -0.647 -6.820 -1.882
C: 1.689 4.737 -0.498
C: 0.196 4.297 -0.381
C: -0.357 4.378 -1.813
O: 0.035 2.945 -0.023
H: 1.929 5.728 -0.883
H: 2.218 3.999 -1.100
H: 2.093 4.624 0.508
H: -0.275 4.881 0.410
H: -1.443 4.396 -1.727
H: 0.014 3.581 -2.457
H: -0.258 5.367 -2.261
H: 0.736 2.414 -0.407

Atoms 1-2, force components in eV/Å:
Hg 1.714 -1.195 -0.832
O -0.618 -2.136 0.859

Computed natural (NBO) charges, given in elementary charges: 1.639 -0.776 0.549 0.566 0.583 -0.742 0.546 0.569 0.572 -1.013 0.042 -0.037 0.116 0.071 0.736 -0.305 -0.315 -0.310 2.339 -1.018 -1.108 -0.915 -0.270 -1.071 0.175 0.184 0.172 -0.643 0.103 -0.658 -0.766 0.221 0.215 0.223 0.169 0.220 0.220 0.199 0.488 -0.616 0.102 -0.632 -0.718 0.233 0.184 0.213 0.147 0.187 0.206 0.228 0.466 -0.651 0.095 -0.647 -0.811 0.238 0.228 0.226 0.168 0.168 0.248 0.234 0.534

---

[3]
Molecular formula: C4H5NO2
Method: DFT, ωB97M-V with the def2-TZVPD basis set

Summary:
SMILES = O=CC(=O)N1CC1
energy above the lowest of the compared OMol25 structures with the same formula, charge and spin = 50.71 kcal/mol
LUMO = -0.467 eV
highest occupied orbital energy = -10.05 eV
HOMO-LUMO gap = 9.578 eV
DFT total energy = -9812.11594 eV

Element x y z (Å)
O: -0.479 2.234 1.703
C: -0.693 2.095 0.528
C: -0.255 0.868 -0.273
O: -0.383 0.899 -1.475
N: 0.289 -0.186 0.490
C: 1.117 -1.131 -0.271
C: -0.242 -1.517 0.123
H: -1.205 2.852 -0.101
H: 1.971 -1.491 0.295
H: 1.283 -0.901 -1.320
H: -0.992 -1.542 -0.665
H: -0.411 -2.179 0.966

Atoms 1-2, force components in eV/Å:
O -0.188 -0.024 -0.707
C 0.044 0.178 0.675

Computed natural (NBO) charges, given in elementary charges: -0.443 0.339 0.588 -0.524 -0.472 -0.245 -0.233 0.132 0.214 0.219 0.211 0.214

---

[4]
Molecular formula: C2H14NO5
Method: DFT, ωB97M-V with the def2-TZVPD basis set

Summary:
energy above the lowest of the compared OMol25 structures with the same formula, charge and spin = 43.43 kcal/mol
total charge = +1
LUMO = -3.024 eV
highest occupied orbital energy = -14.04 eV
HOMO-LUMO gap = 11.016 eV
DFT total energy = -14021.05449 eV

Element x y z (Å)
O: 0.917 1.827 1.462
C: 1.663 1.158 0.823
C: 1.050 0.095 0.016
N: -0.467 0.041 -0.097
H: 2.777 1.340 0.758
H: 1.448 0.345 -1.090
H: 1.514 -0.996 0.212
H: -0.831 -0.154 0.783
H: -0.860 0.969 -0.433
H: -0.610 -0.535 -0.876
H: -2.822 2.151 -0.717
H: -3.286 2.365 0.730
O: -2.874 1.751 0.093
H: 3.285 -2.487 2.464
H: 3.770 -1.577 1.392
O: 2.947 -1.782 1.904
H: -3.244 -2.228 0.119
H: -1.830 -2.296 0.487
O: -2.364 -1.953 -0.251
H: -0.371 0.410 -3.726
H: -0.362 -1.223 -3.762
O: -0.076 -0.330 -3.294

Atoms 1-2, force components in eV/Å:
O -0.388 1.372 1.100
C 0.042 -0.120 0.263

Computed natural (NBO) charges, given in elementary charges: -0.500 0.406 -0.368 -0.660 0.163 0.261 0.294 0.446 0.465 0.467 0.471 0.502 -0.963 0.488 0.474 -0.956 0.496 0.461 -0.953 0.481 0.512 -0.987